(1)
The following is a quantum chemistry calculation of a structure of composition C29H29N5O7PdS, from the Open Molecules 2025 dataset.

Summary:
Lowest unoccupied orbital energy (spin up / spin down) (eV): -0.5864 / -2.1616
Orbital gap (spin up / spin down) (eV): 7.2 / 6.3
E_tot (eV): -66637.273
HOMO (spin up / spin down) (eV): -7.785 / -8.508
Spin multiplicity: 5
⟨S²⟩: 6.05

Last column: Löwdin charge in e.
Element x y z (Å)
Pd 0.193 0.205 0.398  1.08
O -1.277 -4.055 1.346  0.04
C -0.091 -4.586 1.817  -0.22
C 0.020 -5.964 1.984  -0.02
C 1.141 -6.508 2.560  -0.07
C 2.170 -5.669 3.004  -0.10
C 2.097 -4.308 2.865  -0.02
C 0.955 -3.758 2.234  -0.08
C 0.840 -2.293 2.118  -0.40
O -0.259 -1.713 1.866  -0.06
N 1.996 -1.608 2.250  0.10
N 1.769 -0.382 1.834  -0.07
C 2.795 0.514 2.063  -0.01
C 2.570 1.891 2.121  -0.14
C 3.774 2.666 2.355  -0.04
C 3.670 4.002 2.498  -0.07
C 2.380 4.624 2.452  -0.06
C 1.267 3.913 2.252  -0.05
C 1.275 2.526 2.009  -0.37
O 0.197 2.039 1.580  -0.08
H -1.158 -3.086 1.427  0.05
H -0.848 -6.539 1.690  0.12
H 1.223 -7.629 2.663  0.13
H 3.023 -6.117 3.448  0.09
H 2.887 -3.695 3.232  0.10
H 3.805 0.094 2.140  0.13
H 4.707 2.113 2.329  0.12
H 4.554 4.556 2.666  0.09
H 2.333 5.695 2.625  0.11
H 0.250 4.323 2.210  0.13
C -1.767 6.636 -1.719  -0.05
C -0.836 5.475 -1.755  -0.25
C -1.025 4.425 -2.673  -0.03
C -0.122 3.372 -2.746  -0.05
C 0.946 3.319 -1.849  -0.31
C 1.179 4.340 -0.936  -0.05
C 0.292 5.422 -0.907  -0.01
S 2.152 2.098 -1.909  0.61
O 2.475 1.828 -3.263  -0.26
O 3.195 2.461 -0.992  -0.26
N 1.606 0.676 -1.242  -0.10
C 2.082 -0.499 -1.894  -0.15
C 1.033 -1.659 -1.847  -0.64
O 1.065 -2.498 -2.748  0.05
O 0.277 -1.604 -0.832  -0.12
H -2.276 6.690 -0.740  0.09
H -2.527 6.570 -2.471  0.06
H -1.244 7.594 -1.918  0.10
H -1.858 4.421 -3.407  0.13
H -0.285 2.581 -3.496  0.13
H 2.032 4.291 -0.252  0.10
H 0.407 6.155 -0.149  0.10
H 2.915 -0.882 -1.235  0.17
H 2.469 -0.306 -2.912  0.12
N -1.539 0.727 -1.062  0.13
C -2.201 -0.180 -1.357  -0.27
N -2.940 -1.195 -1.631  -0.08
C -2.560 -2.365 -2.444  -0.11
C -2.647 -3.655 -1.647  -0.16
C -3.961 -3.775 -0.848  -0.18
C -4.255 -2.492 -0.061  -0.17
C -4.257 -1.302 -1.012  -0.14
H -1.518 -2.186 -2.759  0.12
H -3.259 -2.362 -3.263  0.12
H -1.797 -3.722 -0.936  0.11
H -2.562 -4.472 -2.348  0.11
H -3.893 -4.573 -0.071  0.12
H -4.824 -4.008 -1.472  0.11
H -3.516 -2.244 0.725  0.13
H -5.192 -2.568 0.415  0.09
H -4.541 -0.386 -0.524  0.12
H -4.983 -1.400 -1.846  0.14

(2)
The following is a quantum chemistry calculation of a cluster of 2 separate species, H4N2OS in total, from the Open Molecules 2025 dataset.

Summary:
Lowest unoccupied orbital energy (eV): -0.0724
Orbital gap (eV): 9.9
E_tot (eV): -15925.885
HOMO (eV): -10.005

Last column: natural (NBO) charge in e.
Element x y z (Å)
N 1.866 0.525 -0.253  -1.04
N 0.798 -1.531 0.525  -1.02
O -2.298 0.852 -0.133  -0.92
S 0.625 -0.070 0.420  1.30
H 1.902 1.567 -0.159  0.37
H -1.909 0.451 -0.914  0.46
H 1.653 -1.945 0.192  0.38
H -2.637 0.150 0.323  0.46

(3)
The following is a quantum chemistry calculation of the molecule C18H22N6, from the Open Molecules 2025 dataset.

Summary:
Lowest unoccupied orbital energy (eV): 0.4522
Orbital gap (eV): 8.8
E_tot (eV): -27961.391
HOMO (eV): -8.346
SMILES: CN1CCC2(CC1)[C@H]1CN(C)CC=C1C(C#N)=C(N)C2(C#N)C#N

Last column: natural (NBO) charge in e.
Element x y z (Å)
C -4.477 -0.697 0.475  -0.41
N -3.038 -0.803 0.535  -0.42
C -2.544 -2.145 0.297  -0.22
C -1.049 -2.107 -0.065  -0.43
C -0.417 -0.779 0.377  0.08
C -0.966 -0.464 1.780  -0.44
C -2.479 -0.228 1.743  -0.23
C 1.131 -0.831 0.456  -0.23
C 1.848 -1.900 -0.403  -0.23
N 3.279 -1.895 -0.195  -0.43
C 3.696 -2.315 1.126  -0.41
C 3.867 -0.635 -0.607  -0.26
C 3.035 0.570 -0.293  -0.17
C 1.776 0.502 0.137  -0.03
C 0.957 1.709 0.293  -0.32
C 1.548 2.889 0.765  0.29
N 2.012 3.864 1.161  -0.33
C -0.349 1.679 -0.081  0.35
N -1.226 2.710 0.047  -0.78
C -0.836 0.343 -0.618  -0.39
C -0.159 0.143 -1.892  0.33
N 0.347 0.006 -2.907  -0.28
C -2.256 0.424 -0.999  0.35
N -3.136 0.827 -1.633  -0.39
H -4.967 -1.343 1.214  0.18
H -4.811 -0.968 -0.525  0.22
H -4.765 0.336 0.658  0.22
H -2.708 -2.777 1.186  0.18
H -3.115 -2.578 -0.527  0.22
H -0.547 -2.934 0.436  0.22
H -0.914 -2.235 -1.141  0.23
H -0.736 -1.319 2.419  0.22
H -0.466 0.408 2.204  0.24
H -2.948 -0.661 2.642  0.19
H -2.703 0.843 1.734  0.21
H 1.376 -1.072 1.500  0.22
H 1.489 -2.903 -0.165  0.20
H 1.672 -1.709 -1.464  0.22
H 4.767 -2.518 1.100  0.21
H 3.509 -1.571 1.914  0.17
H 3.180 -3.239 1.385  0.20
H 4.861 -0.541 -0.164  0.21
H 4.001 -0.665 -1.698  0.21
H 3.479 1.527 -0.526  0.22
H -2.069 2.682 -0.508  0.42
H -0.832 3.621 0.227  0.41

(4)
The following is a quantum chemistry calculation of a structure of composition C3H9N3S, from the Open Molecules 2025 dataset.

Summary:
Lowest unoccupied orbital energy (eV): 0.5665
Orbital gap (eV): 8.8
E_tot (eV): -18557.163
HOMO (eV): -8.230

Last column: natural (NBO) charge in e.
Element x y z (Å)
C 1.158 1.540 -0.598  -0.40
C -0.738 0.137 -0.059  0.24
C 1.353 -1.618 0.475  -0.85
H 0.844 1.858 -1.803  0.16
H 1.967 0.821 -0.934  0.19
H 1.624 2.312 0.004  0.21
H -0.112 1.721 0.972  0.39
H 1.953 -0.482 0.992  0.27
H 2.408 -2.366 -0.174  0.26
H 0.747 -2.302 1.457  0.25
H -3.734 0.029 0.013  0.36
H -2.853 -1.377 0.370  0.34
N 0.193 1.058 0.274  -0.64
N -1.918 0.447 0.055  -0.31
N -2.893 -0.459 -0.291  -0.65
S 0.000 -1.318 -0.754  0.19

(5)
The following is a quantum chemistry calculation of a structure of composition C25H37N2ReSe, from the Open Molecules 2025 dataset.

Summary:
Net charge: +3
Lowest unoccupied orbital energy (spin up / spin down) (eV): -11.8495 / -12.4419
Orbital gap (spin up / spin down) (eV): 5.4 / 4.8
E_tot (eV): -96953.712
HOMO (spin up / spin down) (eV): -17.230 / -17.259
Spin multiplicity: 4
⟨S²⟩: 3.84

Last column: Löwdin charge in e.
Element x y z (Å)
Re 0.173 1.171 1.716  1.29
C -0.191 0.261 3.824  -0.27
C 1.133 0.832 3.759  -0.30
C 1.007 2.251 3.607  -0.26
C -0.409 2.572 3.603  -0.22
C -1.142 1.331 3.679  -0.26
C -2.621 1.218 3.755  0.02
C -0.988 3.923 3.696  0.04
C 2.115 3.238 3.623  0.02
C 2.397 0.079 3.986  0.02
C -0.499 -1.141 4.207  0.03
H -2.937 1.355 4.795  0.14
H -2.977 0.241 3.434  0.10
H -3.116 1.991 3.169  0.10
H -1.088 4.153 4.766  0.15
H -1.986 3.994 3.267  0.11
H -0.345 4.689 3.267  0.10
H 2.419 3.411 4.661  0.14
H 1.820 4.199 3.208  0.10
H 2.999 2.884 3.092  0.10
H 2.493 -0.141 5.054  0.13
H 3.276 0.645 3.684  0.10
H 2.393 -0.883 3.470  0.08
H -0.293 -1.252 5.277  0.13
H 0.139 -1.861 3.693  0.10
H -1.542 -1.401 4.043  0.10
C 3.435 -3.222 -0.140  -0.07
C 3.268 -1.772 -0.586  -0.22
C 2.293 -0.976 0.287  -0.20
C 0.829 -1.376 0.058  -0.14
N 0.326 -0.999 -1.251  0.00
C -0.026 0.241 -1.624  -0.54
Se -0.089 1.765 -0.527  0.89
N -0.362 0.260 -2.915  0.01
C -0.895 1.403 -3.667  -0.11
C -2.375 1.669 -3.357  -0.17
C -3.317 0.506 -3.680  -0.25
C -3.808 0.492 -5.121  -0.08
C -0.225 -1.023 -3.415  -0.12
C -0.426 -1.544 -4.693  0.04
C -0.198 -2.891 -4.856  -0.01
C 0.211 -3.706 -3.783  -0.01
C 0.425 -3.198 -2.521  0.02
C 0.210 -1.833 -2.354  -0.12
H 4.074 -3.754 -0.842  0.10
H 2.488 -3.763 -0.074  0.06
H 3.908 -3.279 0.841  0.09
H 2.956 -1.730 -1.633  0.11
H 4.243 -1.285 -0.540  0.13
H 2.411 0.098 0.098  0.09
H 2.535 -1.159 1.339  0.10
H 0.168 -0.911 0.835  0.06
H 0.712 -2.453 0.160  0.14
H -0.761 1.181 -4.723  0.13
H -0.295 2.284 -3.438  0.12
H -2.666 2.549 -3.933  0.13
H -2.465 1.938 -2.299  0.08
H -4.186 0.575 -3.022  0.12
H -2.850 -0.456 -3.442  0.10
H -4.300 1.431 -5.377  0.09
H -4.519 -0.316 -5.274  0.09
H -2.993 0.365 -5.840  0.07
H -0.745 -0.930 -5.524  0.13
H -0.332 -3.335 -5.833  0.13
H 0.366 -4.762 -3.957  0.13
H 0.744 -3.844 -1.714  0.12

(6)
The following is a quantum chemistry calculation of the molecule C4H2O3, from the Open Molecules 2025 dataset.

Summary:
Lowest unoccupied orbital energy (eV): -0.5088
Orbital gap (eV): 9.2
E_tot (eV): -10313.926
HOMO (eV): -9.730

Last column: natural (NBO) charge in e.
Element x y z (Å)
C 1.419 0.861 0.929  0.24
C 0.437 -0.135 0.230  -0.09
C -0.758 -1.168 0.017  0.64
C -1.051 0.269 -0.055  -0.51
O -0.801 -2.375 0.042  -0.41
O 2.045 0.926 -0.201  -0.18
O 1.316 -0.003 -0.909  -0.23
H -1.442 0.739 0.823  0.28
H -1.165 0.886 -0.876  0.26

(7)
The following is a quantum chemistry calculation of the ion C2H3N2O2 with charge -1, from the Open Molecules 2025 dataset.

Summary:
Net charge: -1
Lowest unoccupied orbital energy (eV): 4.3738
Orbital gap (eV): 8.1
E_tot (eV): -9194.198
HOMO (eV): -3.740
SMILES: C=CN=[N+]([O-])[O-]

Last column: natural (NBO) charge in e.
Element x y z (Å)
C -1.791 0.324 -0.124  -0.55
C -0.574 -0.239 0.060  -0.03
N 0.775 0.668 -0.057  -0.48
N 1.897 -0.045 -0.041  0.58
O 2.913 0.589 0.007  -0.50
O 1.893 -1.301 -0.084  -0.60
H -2.757 -0.168 0.327  0.17
H -2.029 1.436 -0.266  0.19
H -0.326 -1.263 0.178  0.20

(8)
The following is a quantum chemistry calculation of a cluster of 2 separate species, CH3N2O2 in total, from the Open Molecules 2025 dataset.

Summary:
Net charge: -1
Lowest unoccupied orbital energy (eV): 4.5003
Orbital gap (eV): 8.1
E_tot (eV): -8158.795
HOMO (eV): -3.619

Last column: natural (NBO) charge in e.
Element x y z (Å)
C -0.292 0.746 -0.647  0.46
N 0.064 -0.512 -0.678  -0.89
N -0.756 -1.423 1.471  -0.03
O -0.064 -0.929 2.380  -0.39
O -1.437 1.196 -0.676  -0.76
H 0.561 1.518 -0.637  0.00
H 1.063 -0.650 -0.553  0.31
H -1.546 -0.789 1.197  0.29

(9)
The following is a quantum chemistry calculation of the ion C4H10NS with charge -1, from the Open Molecules 2025 dataset.

Summary:
Net charge: -1
Lowest unoccupied orbital energy (eV): 3.7836
Orbital gap (eV): 6.1
E_tot (eV): -16635.796
HOMO (eV): -2.271
SMILES: CN[C@H](C)C[S-]

Last column: natural (NBO) charge in e.
Element x y z (Å)
C 2.078 0.336 -0.098  -0.41
N 0.784 0.532 -0.735  -0.65
C -0.359 0.268 0.193  -0.09
C -0.368 -1.115 0.799  -0.66
C -1.672 0.542 -0.565  -0.52
S -3.189 0.627 0.463  -0.72
H 2.226 -0.669 0.320  0.16
H 2.104 1.133 0.648  0.19
H 2.834 0.607 -0.841  0.18
H 0.527 0.030 -1.573  0.35
H -0.327 1.106 0.895  0.19
H 0.181 -1.225 1.741  0.19
H -1.401 -1.372 1.062  0.26
H -0.098 -1.923 0.103  0.19
H -1.736 -0.331 -1.251  0.15
H -1.585 1.454 -1.160  0.19

(10)
The following is a quantum chemistry calculation of a structure of composition C5H8O, from the Open Molecules 2025 dataset.

Summary:
Lowest unoccupied orbital energy (eV): 0.8839
Orbital gap (eV): 9.5
E_tot (eV): -7359.123
HOMO (eV): -8.616

Last column: natural (NBO) charge in e.
Element x y z (Å)
C -1.103 0.148 1.464  -0.63
C -0.618 0.037 0.023  -0.30
C 0.902 0.869 -0.417  -0.45
C 1.259 -0.281 -1.321  -0.45
C -0.192 -1.308 -0.476  0.61
O -0.834 -2.279 -0.155  -0.53
H -2.113 -0.217 1.704  0.23
H -0.400 -0.338 2.150  0.21
H -1.092 1.222 1.632  0.22
H -1.467 0.236 -0.672  0.24
H 0.871 1.878 -0.905  0.22
H 1.583 0.989 0.452  0.21
H 1.088 -0.061 -2.381  0.22
H 2.117 -0.894 -1.098  0.22

(11)
The following is a quantum chemistry calculation of the molecule CH5BrP2, from the Open Molecules 2025 dataset.

Summary:
Lowest unoccupied orbital energy (eV): 0.5275
Orbital gap (eV): 9.2
E_tot (eV): -89736.530
HOMO (eV): -8.716
SMILES: [PH2]#[PH]CBr

Last column: natural (NBO) charge in e.
Element x y z (Å)
P 1.144 -1.424 0.162  0.01
P 0.628 0.561 0.807  0.21
C -1.074 0.853 -0.618  -0.64
Br -2.621 -0.058 0.044  0.02
H 1.842 -0.965 -0.959  -0.01
H 2.303 -1.416 0.947  0.00
H -0.204 0.133 1.848  -0.02
H -1.263 1.914 -0.684  0.22
H -0.756 0.401 -1.547  0.21

(12)
The following is a quantum chemistry calculation of the molecule C5H4N2O, from the Open Molecules 2025 dataset.

Summary:
Lowest unoccupied orbital energy (eV): 0.3043
Orbital gap (eV): 8.9
E_tot (eV): -10275.015
HOMO (eV): -8.608
SMILES: N#Cc1c[nH]cc1O

Last column: natural (NBO) charge in e.
Element x y z (Å)
N -3.079 0.053 0.008  -0.33
C -1.935 -0.073 0.099  0.29
C -0.452 -0.182 -0.019  -0.26
C 0.072 -1.523 0.000  -0.02
N 1.511 -1.323 -0.002  -0.51
C 1.782 0.030 0.044  -0.15
C 0.637 0.738 -0.017  0.26
O 0.567 2.014 -0.122  -0.65
H -0.472 -2.475 -0.327  0.25
H 2.264 -1.973 -0.075  0.42
H 2.616 0.692 0.393  0.21
H 1.412 2.594 0.306  0.49